Formula: C32H33Cl2CoN7O3
Source: the Open Molecules 2025 dataset
Level of theory: ωB97M-V/def2-TZVPD

Values from the calculation:
Net charge: 0
DFT total energy, eV: -112966.9970
Spin multiplicity: 2
E_HOMO (alpha / beta), eV: -7.15 / -7.25
Energy relative to the best compared isomer or geometry (same formula, charge and spin), kcal per mole: 0.0
Largest force on an atom, Eh/bohr: 0.012

The geometry in XYZ format:
```
78
Properties=species:S:1:pos:R:3:mulliken_spin:R:1
Co -0.57587 -1.31894 -0.04983 1.03
Cl -5.41829 -2.12423 -4.67480 0.00
C -4.55849 -2.09883 -3.17010 0.00
C -3.18256 -1.87790 -3.20106 0.00
C -2.48011 -1.83887 -2.01093 0.01
N -1.11224 -1.58438 -1.84169 -0.02
C -0.19538 -1.50857 -2.80821 -0.01
O -0.31136 -1.65779 -4.01958 0.01
C 1.14876 -1.14728 -2.20837 0.01
C 2.29641 -1.18975 -2.97648 0.00
C 3.48883 -0.76103 -2.41771 0.00
C 3.47593 -0.27469 -1.11926 0.00
C 2.28328 -0.27574 -0.41493 0.00
N 1.13896 -0.72076 -0.93354 -0.01
C -3.14954 -2.05474 -0.78070 0.01
C -4.51725 -2.26201 -0.76101 0.00
C -5.21703 -2.28456 -1.96584 0.00
Cl -6.93134 -2.53818 -1.91247 0.00
N -2.28688 -2.01346 0.31629 -0.05
C -2.59611 -2.26834 1.59240 -0.02
O -3.68644 -2.44618 2.11940 0.00
C -1.31011 -2.39290 2.39885 0.02
C -1.31366 -2.95511 3.66027 0.00
C -0.09833 -3.21997 4.27452 0.00
C 1.07499 -2.91595 3.60305 0.00
C 0.99312 -2.30693 2.36137 0.00
N -0.17064 -2.02750 1.78260 0.01
H -2.67290 -1.74446 -4.14277 0.00
H 2.21010 -1.53987 -3.99562 0.00
H 4.40970 -0.79566 -2.98502 0.00
H 4.37257 0.09738 -0.64362 0.00
H 2.25265 0.08391 0.60390 0.00
H -5.03669 -2.40386 0.17460 0.00
H -2.26819 -3.19883 4.10574 0.00
H -0.06628 -3.67578 5.25566 0.00
H 2.04276 -3.13989 4.03022 0.00
H 1.87966 -2.01957 1.81395 0.00
O 2.90585 0.00056 3.01412 0.00
C 2.23362 0.60314 4.12018 0.00
C 0.76067 0.81221 3.81975 0.00
C 0.54191 1.60005 2.52249 0.00
C -0.87111 1.56927 1.99963 0.01
C -1.73877 2.52754 2.53165 0.00
C -3.03720 2.63338 2.07928 0.00
C -3.42712 1.78890 1.05373 0.00
C -2.51245 0.86796 0.58363 -0.01
N -1.26463 0.70634 1.05496 0.01
H 3.64662 -0.51146 3.34686 0.00
H 2.69257 1.57842 4.32170 0.00
H 2.34428 -0.00673 5.02060 0.00
H 0.37293 1.38982 4.66434 0.00
H 0.20593 -0.12754 3.79661 0.00
H 1.24931 1.28501 1.76142 0.00
H 0.75022 2.65301 2.72828 0.00
H -1.36799 3.19645 3.29827 0.00
H -3.71403 3.36853 2.49462 0.00
H -4.41611 1.82419 0.61872 0.00
H -2.80180 0.21918 -0.22767 0.01
C 0.61282 2.06028 -2.95298 0.00
C 0.37598 3.28725 -3.87648 0.00
N -0.88004 3.94829 -3.52062 0.00
C -0.80714 4.37638 -2.12378 0.00
C -0.57517 3.14880 -1.20091 0.00
N -0.49039 1.92556 -1.99925 0.00
C -1.73467 1.75396 -2.75629 0.00
C -1.97796 2.98866 -3.66638 0.00
H 1.54465 2.15958 -2.38737 0.00
H 0.67365 1.13977 -3.53652 0.00
H 0.31846 2.98788 -4.92481 0.00
H 1.18327 4.01767 -3.78544 0.00
H -1.73901 4.88932 -1.87522 0.00
H 0.00336 5.10328 -2.03264 0.00
H -1.38845 3.03585 -0.48155 0.00
H 0.35519 3.24802 -0.63320 0.00
H -2.55488 1.61417 -2.04953 0.00
H -1.65221 0.83653 -3.34286 0.00
H -2.90949 3.49768 -3.40971 0.00
H -2.04076 2.69895 -4.71701 0.00
```